(1)
A molecular structure, C4H11BiO2 in a non-equilibrium geometry, computed with the ωB97M-V functional and the def2-TZVPD basis.

```
18
Properties=species:S:1:pos:R:3:nbo_charge:R:1
H 1.468 -0.287 1.400 0.446
O 1.027 -0.837 2.178 -0.715
C 0.808 -2.174 1.783 -0.248
H 1.117 -2.894 2.559 0.203
H -0.267 -2.284 1.588 0.156
H 1.321 -2.417 0.837 0.166
C 0.788 0.766 -2.290 -0.277
O -0.405 0.907 -1.529 -0.500
C -0.251 1.180 -0.189 0.328
C -1.484 1.073 0.628 -0.845
Bi -2.417 0.317 -2.473 0.440
H 0.478 0.483 -3.304 0.236
H 1.325 1.723 -2.306 0.225
H 1.428 -0.016 -1.857 0.219
H -1.458 1.947 1.296 0.298
H 0.763 1.358 0.176 0.224
H -2.657 1.146 0.570 0.331
H -1.585 0.009 0.932 0.314
```

For the energy relative to the best compared isomer or geometry (same formula, charge and spin), the calculation gives 86.9 kcal/mol. Its highest occupied orbital energy (alpha / beta) is -11.236 / -11.062 eV. The value obtained for the HOMO-LUMO gap (alpha / beta) is 5.0 / 5.0 eV. As for the total charge: +1. For the total energy, the calculation gives -523.59055 Eh. Its spin multiplicity is 2.


(2)
A molecular structure, C4H11BrClF2NbO3PPb in a non-equilibrium geometry, computed with the ωB97M-V functional and the def2-TZVPD basis.

```
25
Properties=species:S:1:pos:R:3:nbo_charge:R:1
C 2.801 -1.508 -0.120 -0.651
C 2.844 0.003 -0.110 0.212
F 3.952 0.403 0.649 -0.367
C 1.638 0.667 0.557 -0.896
Nb -0.019 1.246 -0.748 1.365
F -1.731 1.747 -1.285 -0.530
Cl 1.193 2.915 -1.698 -0.133
Br 0.314 -0.448 -2.512 -0.075
C -1.172 -0.289 0.511 -1.168
P -2.805 -0.794 -0.004 2.365
O -3.318 -2.035 0.543 -1.057
O -2.905 -0.673 -1.555 -0.964
O -3.595 0.525 0.653 -1.045
H 2.549 -1.894 -1.097 0.228
H 2.092 -1.906 0.595 0.198
H 3.790 -1.873 0.120 0.254
H 3.010 0.393 -1.110 0.179
H 1.986 1.536 1.108 0.264
H 1.286 -0.031 1.315 0.206
H -0.508 2.404 0.734 -0.343
H -0.520 -1.115 0.752 0.310
H -1.324 0.184 1.477 0.040
H -3.303 -1.477 -1.926 0.544
H -4.396 0.200 1.104 0.544
Pb -1.859 1.819 2.048 1.522
```

For the energy relative to the best compared isomer or geometry (same formula, charge and spin), the calculation gives 12.7 kcal/mol. Its highest occupied orbital energy is -13.545 eV. The value obtained for the HOMO-LUMO gap is 7.3 eV. As for the total charge: +1. For the total energy, the calculation gives -4209.67864 Eh.


(3)
A molecular structure, C4H11BrSi2 in a non-equilibrium geometry, computed with the ωB97M-V functional and the def2-TZVPD basis.

```
18
Properties=species:S:1:pos:R:3:nbo_charge:R:1
C 0.287 -0.440 -1.435 -1.285
C 0.218 -0.371 1.187 -1.399
C -2.612 -1.101 0.131 -1.006
C 1.566 2.431 -0.044 -1.111
Si -0.708 -1.438 -0.119 1.332
Si 1.307 0.521 -0.051 1.536
Br 3.417 -0.344 -0.031 -0.356
H 0.845 -1.024 -2.137 0.261
H -0.330 0.268 -1.931 0.249
H -0.492 0.182 1.862 0.267
H 0.855 -0.877 1.949 0.278
H -2.700 -0.327 0.781 0.224
H -3.068 -0.945 -0.773 0.225
H -2.954 -1.943 0.523 0.222
H 1.453 2.742 1.040 0.253
H 2.625 2.637 -0.413 0.260
H 0.838 2.812 -0.746 0.241
H -0.547 -2.780 0.209 -0.192
```

For the energy relative to the best compared isomer or geometry (same formula, charge and spin), the calculation gives 9.5 kcal/mol. Its highest occupied orbital energy is -9.695 eV. The value obtained for the HOMO-LUMO gap is 10.5 eV. For the total energy, the calculation gives -3312.03902 Eh.


(4)
A molecular structure, C4H11Cl2CrO4Sm in a non-equilibrium geometry, computed with the ωB97M-V functional and the def2-TZVPD basis.

```
23
Properties=species:S:1:pos:R:3:lowdin_charge:R:1
Sm 0.497 0.332 -2.801 1.216
Cl 1.151 -1.517 -1.128 0.150
C 2.643 1.370 -3.076 -0.379
C -0.615 -1.170 -4.293 -0.376
H 2.500 1.701 -4.114 -0.072
H 2.595 2.148 -2.302 -0.054
H 3.361 0.559 -2.904 -0.058
H -0.463 -0.588 -5.212 -0.068
H -1.632 -1.165 -3.876 -0.052
H -0.057 -2.109 -4.197 -0.058
Cr 0.033 0.020 0.151 0.292
C -1.569 -0.914 1.087 -0.192
C -0.822 1.231 -1.050 -0.506
H -2.545 -0.527 0.744 -0.009
H -1.494 -2.000 0.898 -0.005
H -1.430 -0.736 2.168 -0.006
H -1.702 1.201 -1.755 -0.051
H -0.487 2.257 -1.371 -0.052
O 1.190 0.153 3.806 -0.302
Cl 1.487 0.441 2.425 0.755
O 0.634 1.511 1.853 -0.359
O 2.877 0.708 2.271 -0.291
O 1.101 -0.789 1.582 -0.524
```

For the energy relative to the best compared isomer or geometry (same formula, charge and spin), the calculation gives 0.0 kcal/mol. Its highest occupied orbital energy (alpha / beta) is -3.892 / -4.340 eV. The value obtained for the HOMO-LUMO gap (alpha / beta) is 6.2 / 6.7 eV. As for the total charge: -1. For the total energy, the calculation gives -3082.42464 Eh. Its spin multiplicity is 9.


(5)
C4H11ClNP in the gas phase in a non-equilibrium geometry, computed with the ωB97M-V functional and the def2-TZVPD basis.

```
18
Properties=species:S:1:pos:R:3:nbo_charge:R:1
C 1.855 0.075 -0.094 -0.609
C 0.464 -0.554 -0.072 -0.258
C 0.165 -1.018 1.379 -0.614
C -0.663 0.346 -0.740 -0.224
P -1.144 1.888 0.441 0.210
N -1.873 -0.189 -1.134 -0.610
Cl -2.718 -0.877 0.178 0.068
H 2.688 -0.560 0.429 0.215
H 2.105 0.166 -1.193 0.216
H 1.792 0.939 0.535 0.206
H 0.580 -1.412 -0.788 0.189
H -0.749 -1.561 1.460 0.224
H 1.131 -1.772 1.582 0.209
H 0.047 -0.096 1.974 0.211
H -0.495 0.817 -1.721 0.231
H -1.713 2.316 -0.803 -0.003
H 0.162 2.452 0.292 -0.028
H -1.634 -0.959 -1.722 0.365
```

For the energy relative to the best compared isomer or geometry (same formula, charge and spin), the calculation gives 28.8 kcal/mol. Its highest occupied orbital energy is -9.191 eV. The value obtained for the HOMO-LUMO gap is 10.0 eV. For the total energy, the calculation gives -1015.18457 Eh. As for the SMILES: CC(C)[C@H](P)NCl.


(6)
A molecular structure, C4H11CsNO, computed with the ωB97M-V functional and the def2-TZVPD basis.

```
18
Properties=species:S:1:pos:R:3:nbo_charge:R:1
Cs 2.382 -3.019 1.224 0.994
C -0.274 0.392 2.169 -0.616
C 0.285 -0.145 0.852 -0.045
C -0.630 0.164 -0.307 -0.081
O -0.008 -0.318 -1.473 -0.563
C -0.784 -0.091 -2.643 -0.250
N 1.662 0.330 0.655 -0.871
H 0.331 0.046 3.007 0.215
H -1.291 0.026 2.322 0.224
H -0.284 1.481 2.179 0.221
H 0.333 -1.237 0.964 0.116
H -0.799 1.250 -0.361 0.176
H -1.604 -0.324 -0.163 0.178
H -0.879 0.982 -2.847 0.179
H -1.781 -0.525 -2.544 0.176
H -0.257 -0.544 -3.479 0.201
H 1.919 0.191 -0.320 0.374
H 1.678 1.341 0.765 0.373
```

For the energy relative to the best compared isomer or geometry (same formula, charge and spin), the calculation gives 6.4 kcal/mol. Its highest occupied orbital energy is -13.022 eV. The value obtained for the HOMO-LUMO gap is 9.4 eV. As for the total charge: +1. For the total energy, the calculation gives -308.93055 Eh.


(7)
A molecular structure, C4H11CsNO5S in a non-equilibrium geometry, computed with the ωB97M-V functional and the def2-TZVPD basis.

```
23
Properties=species:S:1:pos:R:3:lowdin_charge:R:1
Cs -2.394 2.220 0.967 1.034
S -4.032 -0.022 -1.416 0.118
O -2.582 0.096 -1.026 -0.639
O -4.117 -0.689 -2.719 -0.429
O -4.730 -0.832 -0.410 -0.455
O -4.684 1.309 -1.407 -0.505
C 1.129 0.252 -1.242 -0.059
C 0.922 -0.667 -0.042 -0.436
C 0.769 0.065 1.301 -0.194
O 1.811 1.022 1.503 -0.201
C 3.029 0.423 1.863 -0.130
N -0.222 -1.571 -0.277 0.047
H 0.375 1.039 -1.338 0.077
H 1.133 -0.241 -2.213 0.079
H 2.096 0.766 -1.132 0.068
H 1.853 -1.240 0.044 0.118
H 0.697 -0.673 2.103 0.126
H -0.117 0.726 1.317 0.025
H 2.979 -0.119 2.810 0.090
H 3.810 1.187 1.946 0.085
H 3.449 -0.158 1.033 0.082
H -0.100 -1.888 -1.236 0.069
H -1.073 -1.007 -0.428 0.030
```

For the energy relative to the best compared isomer or geometry (same formula, charge and spin), the calculation gives 20.5 kcal/mol. Its highest occupied orbital energy is -3.124 eV. The value obtained for the HOMO-LUMO gap is 4.6 eV. As for the total charge: -1. For the total energy, the calculation gives -1008.33197 Eh.


(8)
A molecular structure, C4H11ErO2 in a non-equilibrium geometry, computed with the ωB97M-V functional and the def2-TZVPD basis.

```
18
Properties=species:S:1:pos:R:3:nbo_charge:R:1
H 1.203 0.204 -0.157 0.205
O -0.778 -0.484 3.149 -0.726
C -1.343 -1.773 3.063 -0.244
H -0.880 -2.474 3.778 0.195
H -2.412 -1.683 3.293 0.168
H -1.260 -2.184 2.043 0.144
C 2.042 0.468 -2.726 -0.255
O 0.733 0.519 -2.207 -0.670
C 0.613 0.920 -0.816 -0.104
C -0.854 0.874 -0.458 -1.018
Er -1.586 0.163 -2.713 1.550
H 1.987 -0.002 -3.714 0.201
H 2.454 1.483 -2.834 0.202
H 2.691 -0.119 -2.058 0.206
H -1.201 1.867 -0.135 0.241
H 1.083 1.912 -0.718 0.200
H -1.469 0.201 2.893 0.467
H -1.023 0.109 0.316 0.240
```

Its highest occupied orbital energy (alpha / beta) is -11.194 / -12.655 eV. The value obtained for the HOMO-LUMO gap (alpha / beta) is 7.0 / 7.1 eV. As for the total charge: +1. For the total energy, the calculation gives -1324.12107 Eh. Its spin multiplicity is 5.


(9)
A molecular structure, C4H11FInNO in a non-equilibrium geometry, computed with the ωB97M-V functional and the def2-TZVPD basis.

```
19
Properties=species:S:1:pos:R:3:nbo_charge:R:1
In -2.265 -1.415 -1.176 1.764
F -2.475 -1.980 1.516 -0.532
C 1.242 -0.569 1.774 -0.605
C 0.172 -0.392 0.669 -0.082
C 0.558 0.683 -0.362 -0.073
O -0.519 0.792 -1.178 -0.557
C -0.515 1.940 -2.108 -0.253
N -0.325 -1.647 0.116 -0.749
H 2.239 -0.606 1.323 0.247
H 1.158 -1.501 2.328 0.257
H 1.233 0.325 2.405 0.291
H -0.738 -0.015 1.151 0.240
H 1.550 0.627 -0.833 0.232
H 0.738 1.582 0.258 0.229
H -1.531 2.232 -2.358 0.224
H 0.081 1.613 -2.953 0.219
H -0.098 2.801 -1.588 0.225
H -0.912 -2.086 0.856 0.470
H 0.406 -2.384 0.161 0.453
```

For the energy relative to the best compared isomer or geometry (same formula, charge and spin), the calculation gives 65.6 kcal/mol. Its highest occupied orbital energy is -18.997 eV. The value obtained for the HOMO-LUMO gap is 4.3 eV. As for the total charge: +2. For the total energy, the calculation gives -578.09437 Eh.


(10)
A molecular structure, C4H11FInNO in a non-equilibrium geometry, computed with the ωB97M-V functional and the def2-TZVPD basis.

```
19
Properties=species:S:1:pos:R:3:nbo_charge:R:1
In -2.050 -1.113 -2.082 1.580
F -2.633 1.709 -1.849 -0.380
C -0.511 0.626 2.078 -0.614
C -0.546 0.249 0.598 -0.109
C 0.818 -0.194 0.043 -0.097
O 0.681 -0.406 -1.338 -0.511
C 1.947 -0.194 -1.970 -0.284
N -1.534 -0.837 0.518 -0.673
H -1.509 0.683 2.521 0.247
H -0.090 1.628 2.207 0.294
H 0.055 -0.055 2.715 0.253
H -0.883 1.133 0.046 0.276
H 1.213 -1.107 0.500 0.216
H 1.538 0.566 0.357 0.244
H 1.954 -0.497 -3.014 0.231
H 2.830 -0.631 -1.496 0.235
H 2.148 0.878 -1.902 0.220
H -1.117 -1.699 0.887 0.424
H -2.311 -0.739 1.180 0.450
```

For the energy relative to the best compared isomer or geometry (same formula, charge and spin), the calculation gives 77.6 kcal/mol. Its highest occupied orbital energy is -18.583 eV. The value obtained for the HOMO-LUMO gap is 3.9 eV. As for the total charge: +2. For the total energy, the calculation gives -578.07515 Eh.